1.
# C53H49AuN3O2P2S

A structure of composition C53H49AuN3O2P2S (ωB97M-V/def2-TZVPD, the OMol25 dataset).

Values from the calculation:
HOMO energy (alpha / beta) in hartree: -0.568 / -0.572
LUMO energy (alpha / beta) in hartree: -0.2916 / -0.3799
Expectation value of S²: 2.0241
Orbital gap (alpha / beta) in eV: 7.52 / 5.24
Net charge: +3
2S+1: 3
Maximum force in hartree/bohr: 0.048

CARTESIAN COORDINATES (ANGSTROEM)
Au 0.9663 -0.0421 -0.9432
O 2.2514 0.3924 1.7524
C 2.8930 1.2341 0.9072
C 4.2779 1.1263 0.5296
C 4.8330 2.0564 -0.2450
C 4.0830 3.1930 -0.7977
C 2.5567 3.1436 -0.6188
C 1.9867 2.1743 0.3720
P 0.2843 1.8639 0.8176
C -0.7365 3.1429 -0.0562
C -0.8219 4.3516 0.6452
C -1.4834 5.4052 0.0572
C -2.0924 5.2942 -1.2140
C -1.8829 4.1082 -1.9090
C -1.1679 3.0386 -1.3765
C -0.0472 1.9756 2.5560
C 0.9538 2.4345 3.4352
C 0.6750 2.4486 4.7902
C -0.5613 2.0773 5.1875
C -1.6233 1.7411 4.3233
C -1.3392 1.6304 2.9542
C 2.6042 -0.7220 2.5097
C 3.2912 -0.6246 3.7137
C 3.3486 -1.7835 4.4546
C 2.7349 -2.9955 4.0432
C 2.1041 -3.0476 2.7996
C 2.1091 -1.9211 1.9908
P 1.3686 -2.0628 0.3004
C 2.6963 -2.8513 -0.6411
C 3.9714 -3.0769 -0.0732
C 4.9893 -3.6405 -0.8143
C 4.7396 -3.9951 -2.1331
C 3.5033 -3.8069 -2.7172
C 2.4432 -3.2531 -1.9743
C -0.1323 -3.0795 0.4568
C -0.3471 -4.2480 -0.2535
C -1.4250 -5.0749 0.0881
C -2.3084 -4.7252 1.0858
C -2.1177 -3.4936 1.7256
C -1.0116 -2.7470 1.4784
H 4.8118 0.2712 1.0332
H 5.8928 1.9009 -0.4436
H 4.5993 4.0885 -0.4218
H 2.1992 4.1107 -0.4409
H -0.2241 4.5291 1.4948
H -1.5084 6.3580 0.6009
H -2.6715 6.1394 -1.5825
H -2.2542 4.0415 -2.9249
H -0.9905 2.0877 -1.9034
H 1.9160 2.6499 3.0367
H 1.3747 2.8631 5.4987
H -0.7473 2.1549 6.2448
H -2.6228 1.6323 4.7158
H -2.0775 1.3504 2.2584
H 3.7250 0.2983 4.0297
H 3.8388 -1.7719 5.4485
H 2.7591 -3.8934 4.6477
H 1.7009 -3.9976 2.4029
H 4.1717 -2.6885 0.9465
H 5.8926 -3.8229 -0.3272
H 5.5296 -4.4698 -2.6867
H 3.2988 -4.1222 -3.7415
H 1.4680 -3.1378 -2.4467
H 0.3947 -4.6272 -0.9323
H -1.5403 -5.9813 -0.4701
H -3.1788 -5.3927 1.2294
H -2.8159 -3.1254 2.4720
H -0.8856 -1.8583 2.0725
C -4.6166 0.3007 2.4323
C -3.9967 -0.5360 1.2820
C -3.8351 0.4164 0.1056
N -2.7250 0.1721 -0.8494
C -2.2575 -0.8374 -1.5910
S -0.7968 -0.6730 -2.5416
N -2.8348 -2.0656 -1.5622
C -4.1552 -2.4979 -1.1470
O -4.2270 -3.5417 -0.5627
C -5.3063 -1.7964 -1.6850
C -5.2151 -0.9309 -2.7636
C -6.3359 -0.3752 -3.3250
C -7.5987 -0.7248 -2.7885
C -7.7122 -1.6158 -1.7197
C -6.5713 -2.1692 -1.2105
H -4.6619 -0.3118 3.3426
H -5.6295 0.6181 2.1664
H -4.0003 1.1546 2.6247
H -4.6427 -1.3610 0.9882
H -3.0564 -0.9811 1.5712
H -3.6349 1.4376 0.5087
H -4.7777 0.4629 -0.4540
H -2.3058 1.0578 -1.1198
H -2.2657 -2.8542 -1.8672
H -4.2710 -0.7031 -3.2530
H -6.3880 0.3372 -4.1707
H -8.5030 -0.3674 -3.2691
H -8.7112 -1.8786 -1.3540
H -6.6256 -2.8294 -0.3476
C 5.9940 3.0857 -3.6079
C 4.7196 2.4234 -3.2432
C 4.3556 1.1799 -3.6133
C 3.1285 0.6576 -2.9961
N 2.2642 1.3074 -2.2530
C 2.4386 2.7609 -2.1397
C 3.8498 3.2026 -2.3558
H 6.4834 2.4723 -4.3895
H 6.6725 3.0977 -2.7886
H 5.9389 4.1029 -3.9973
H 4.7859 0.5878 -4.4383
H 2.9086 -0.4028 -3.1562
H 1.5908 3.2026 -2.7000
H 3.9049 4.1876 -2.7790

---

2.
# C53H49F7N2O

A cluster of 10 separate species, C53H49F7N2O in total (ωB97M-V/def2-TZVPD, the OMol25 dataset).

Values from the calculation:
HOMO energy in hartree: -0.330
LUMO energy in hartree: 0.0222
SMILES: Fc1ccccc1.Fc1ccccc1.Fc1ccccc1.Fc1ccccc1.Fc1ccccc1.Fc1ccccc1.Fc1ccccc1.c1ccncc1.c1ccncc1.CO
Orbital gap in eV: 9.60
Net charge: 0
2S+1: 1
Relative energy (zero: lowest compared OMol25 entry of this formula, charge and spin) in kcal/mol: 38.86
Maximum force in hartree/bohr: 0.070

CARTESIAN COORDINATES (ANGSTROEM)
F 1.8156 -18.1607 -21.9145
C 1.4227 -18.2590 -20.6401
C 2.1560 -17.5840 -19.6401
C 1.8802 -17.8235 -18.2781
C 0.8161 -18.6634 -17.9481
C 0.0542 -19.2329 -18.9416
C 0.3993 -19.0929 -20.2750
H 2.9813 -16.9339 -19.8902
H 2.4248 -17.3446 -17.4778
H 0.5776 -18.6707 -16.8948
H -0.8699 -19.7490 -18.7269
H -0.1179 -19.5078 -21.1275
F 7.0762 -23.1877 -20.5858
C 6.2197 -22.5018 -19.8274
C 5.4026 -21.5146 -20.3101
C 4.5715 -20.7909 -19.5497
C 4.5339 -21.0032 -18.2154
C 5.2792 -22.0098 -17.6579
C 6.1538 -22.7731 -18.4412
H 5.5249 -21.2533 -21.3509
H 3.9845 -20.0059 -20.0033
H 4.0415 -20.2832 -17.5787
H 5.2872 -22.1203 -16.5836
H 6.7423 -23.5847 -18.0396
F 11.6173 -21.6613 -18.4678
C 10.9296 -21.0186 -19.4304
C 11.6075 -20.5517 -20.5755
C 10.9546 -19.6529 -21.4511
C 9.6096 -19.3449 -21.2199
C 8.9500 -19.8132 -20.1002
C 9.6067 -20.6656 -19.2245
H 12.6568 -20.7492 -20.7379
H 11.4882 -19.1563 -22.2480
H 9.0965 -18.5825 -21.7872
H 7.9167 -19.5050 -20.0391
H 9.2672 -21.0181 -18.2618
F 10.7328 -17.4695 -24.2676
C 10.6068 -18.0365 -25.4752
C 10.5350 -17.1888 -26.6198
C 10.3727 -17.7498 -27.8875
C 10.2150 -19.1471 -27.9876
C 10.2210 -20.0125 -26.8609
C 10.4378 -19.4036 -25.5970
H 10.6647 -16.1195 -26.5414
H 10.2314 -17.1795 -28.7937
H 10.0269 -19.5063 -28.9886
H 10.0625 -21.0788 -26.9260
H 10.5077 -20.0566 -24.7396
F 3.7693 -20.8217 -28.8187
C 2.8482 -20.3475 -29.6151
C 2.3874 -19.0183 -29.4610
C 1.3931 -18.5490 -30.2796
C 0.8857 -19.3477 -31.2842
C 1.2780 -20.6429 -31.4428
C 2.3464 -21.1138 -30.6415
H 2.7788 -18.3598 -28.6998
H 1.1271 -17.5076 -30.1742
H 0.2199 -18.8504 -31.9739
H 0.9429 -21.2215 -32.2909
H 2.6395 -22.1463 -30.7617
F 7.8481 -25.5424 -26.7143
C 7.9650 -24.4287 -25.8672
C 7.2668 -23.3408 -26.2904
C 7.1299 -22.2604 -25.5035
C 7.7623 -22.2274 -24.2881
C 8.5158 -23.2953 -23.8627
C 8.6319 -24.4642 -24.6405
H 6.7090 -23.3736 -27.2146
H 6.4419 -21.4647 -25.7485
H 7.6418 -21.3017 -23.7450
H 8.9842 -23.1649 -22.8984
H 9.1666 -25.3771 -24.4236
F 7.6833 -17.6919 -28.9384
C 6.7401 -16.7597 -28.6096
C 7.0325 -15.6926 -27.7488
C 6.1767 -14.5348 -27.6659
C 4.9517 -14.5909 -28.3061
C 4.6439 -15.7090 -29.0742
C 5.5203 -16.8137 -29.2193
H 8.0143 -15.7006 -27.2990
H 6.4416 -13.7223 -27.0055
H 4.2306 -13.7969 -28.1803
H 3.7386 -15.7098 -29.6631
H 5.2915 -17.6485 -29.8650
C 5.1482 -18.4433 -25.7103
C 4.4217 -18.3871 -24.5559
C 5.0883 -18.4720 -23.3449
N 6.4432 -18.5670 -23.2402
C 7.1467 -18.5849 -24.4008
C 6.5365 -18.4521 -25.6619
H 4.6233 -18.3509 -26.6496
H 3.3504 -18.3813 -24.6931
H 4.6078 -18.3847 -22.3816
H 8.2178 -18.7194 -24.4325
H 7.0687 -18.4884 -26.6009
C -1.8449 -20.8406 -25.7971
C -1.7155 -20.4797 -27.1262
C -0.8248 -19.5280 -27.5416
N -0.0430 -18.8394 -26.6392
C -0.1811 -19.2317 -25.3700
C -1.0756 -20.1538 -24.8584
H -2.6217 -21.4507 -25.3603
H -2.3292 -20.9831 -27.8586
H -0.6597 -19.3855 -28.5994
H 0.4090 -18.7404 -24.6105
H -1.2393 -20.3802 -23.8152
C 5.5309 -15.4395 -20.1529
O 5.8834 -14.2390 -20.7856
H 6.3831 -15.9668 -19.7242
H 4.7483 -15.4356 -19.3941
H 5.2411 -16.0940 -20.9749
H 6.3574 -13.6272 -20.2176